{"formula": "C41H107BClN2O16P", "method": "ωB97M-V/def2-TZVPD", "lumo_ev": 0.444, "total_charge": 0, "homo_lumo_gap_ha": 0.3050, "spin_multiplicity": 1, "total_energy_ha": -3766.0078, "species": ["C", "C", "C", "N", "B", "C", "C", "C", "N", "C", "C", "C", "C", "C", "C", "C", "O", "P", "O", "Cl", "H", "H", "H", "H", "H", "H", "H", "H", "H", "H", "H", "H", "H", "H", "H", "H", "H", "H", "H", "H", "H", "H", "H", "C", "C", "O", "H", "H", "H", "H", "H", "H", "C", "C", "O", "H", "H", "H", "H", "H", "H", "C", "C", "O", "H", "H", "H", "H", "H", "H", "C", "C", "O", "H", "H", "H", "H", "H", "H", "C", "C", "O", "H", "H", "H", "H", "H", "H", "C", "C", "O", "H", "H", "H", "H", "H", "H", "C", "C", "O", "H", "H", "H", "H", "H", "H", "C", "C", "O", "H", "H", "H", "H", "H", "H", "C", "C", "O", "H", "H", "H", "H", "H", "H", "C", "C", "O", "H", "H", "H", "H", "H", "H", "C", "C", "O", "H", "H", "H", "H", "H", "H", "C", "C", "O", "H", "H", "H", "H", "H", "H", "C", "C", "O", "H", "H", "H", "H", "H", "H", "C", "C", "O", "H", "H", "H", "H", "H", "H"], "xyz": [[2.00985, 0.46711, 3.51106], [1.30278, 0.08542, 2.17686], [-0.10884, 0.69403, 2.18880], [-1.05621, 0.09078, 1.21120], [-0.48577, -0.15978, -0.05937], [-0.36516, -1.56452, -0.77252], [-0.53157, -2.80430, 0.14838], [-0.21385, -4.09185, -0.67807], [0.88987, -4.90209, -0.16648], [2.07894, -4.11113, 0.13564], [2.63851, -3.33205, -1.04456], [3.36017, -2.19709, -0.72760], [3.96023, -1.39625, -1.68748], [3.81381, -1.73707, -3.02339], [3.08746, -2.85796, -3.34331], [2.51097, -3.66336, -2.39130], [1.82463, -4.77460, -2.79861], [0.26906, 1.41301, -0.98085], [1.88702, 1.14229, -1.20986], [-0.57828, 1.21276, -2.91051], [2.97385, -0.05796, 3.51096], [2.24629, 1.53655, 3.46329], [1.42674, 0.18259, 4.38739], [1.26021, -1.01077, 2.13312], [1.94702, 0.50278, 1.39238], [-0.07195, 1.78169, 2.05086], [-0.52253, 0.53555, 3.19038], [-1.53993, -0.71550, 1.58984], [0.64409, -1.59157, -1.22217], [-1.05774, -1.69284, -1.61666], [-1.59997, -2.84968, 0.41416], [0.01406, -2.73957, 1.09391], [-0.07518, -3.78633, -1.71877], [-1.10673, -4.73218, -0.67513], [0.61878, -5.50564, 0.59800], [2.85962, -4.82338, 0.44884], [1.96739, -3.40662, 0.97488], [3.46461, -1.90050, 0.32665], [4.52631, -0.52038, -1.37312], [4.26963, -1.08329, -3.76789], [2.97875, -3.10616, -4.39829], [1.96005, -5.50477, -2.18235], [2.15583, 0.23287, -0.99849], [-4.63366, 1.54528, 4.38055], [-3.18754, 1.20567, 4.67461], [-2.32164, 2.16054, 4.06478], [-4.80949, 1.56385, 3.30457], [-5.30739, 0.81561, 4.83649], [-4.88224, 2.53409, 4.76024], [-2.93000, 0.22314, 4.27545], [-3.00543, 1.19690, 5.75557], [-2.54528, 3.02573, 4.42484], [-3.69492, 4.56228, 0.25557], [-4.54581, 3.35219, 0.58849], [-5.61157, 3.71152, 1.48074], [-3.27196, 4.99483, 1.16413], [-2.87932, 4.29262, -0.41774], [-4.29912, 5.33955, -0.22097], [-3.94156, 2.58813, 1.07950], [-4.97863, 2.91938, -0.31651], [-6.14324, 4.37794, 1.03452], [-9.29189, 3.49475, 5.17181], [-7.88692, 4.00369, 5.43690], [-6.95750, 3.44838, 4.51131], [-9.32150, 2.40649, 5.24085], [-10.00276, 3.91191, 5.88717], [-9.61459, 3.76297, 4.16301], [-7.56065, 3.71650, 6.43717], [-7.85404, 5.09616, 5.36214], [-7.23243, 3.70655, 3.62456], [-0.49084, -1.40141, 7.04279], [0.96124, -1.73110, 7.33965], [1.83301, -0.77267, 6.74669], [-0.66263, -1.37423, 5.96541], [-1.16015, -2.14019, 7.48690], [-0.75090, -0.41497, 7.43530], [1.22357, -2.70539, 6.92905], [1.13809, -1.75294, 8.42016], [1.61236, 0.08919, 7.11404], [4.86956, 1.93269, -6.51550], [3.98459, 0.88871, -5.86384], [4.31207, 0.73025, -4.48301], [5.92070, 1.65245, -6.42702], [4.62465, 2.04847, -7.57264], [4.75297, 2.90044, -6.02092], [4.11607, -0.08157, -6.34324], [2.92945, 1.17279, -5.94348], [4.18520, 1.58280, -4.05320], [7.33155, -0.56210, 2.18122], [6.32611, -1.29802, 1.31679], [4.99699, -0.99592, 1.72919], [7.21072, -0.84384, 3.22843], [8.35305, -0.78660, 1.87110], [7.17725, 0.51778, 2.11784], [6.47371, -2.37479, 1.39883], [6.43352, -1.02226, 0.26540], [4.86314, -0.04575, 1.65026], [-5.58163, 1.87127, -4.49926], [-5.00707, 1.64450, -3.11373], [-5.82338, 2.25784, -2.11699], [-5.66230, 2.93900, -4.70739], [-4.95434, 1.41003, -5.26348], [-6.58820, 1.45152, -4.57390], [-4.01228, 2.08195, -3.03806], [-4.93052, 0.57410, -2.89687], [-6.70056, 1.86562, -2.17368], [3.91602, -5.39449, 3.69556], [2.86586, -6.48655, 3.78771], [2.24259, -6.70263, 2.52286], [3.46751, -4.46147, 3.35053], [4.38695, -5.22030, 4.66421], [4.69187, -5.66483, 2.97449], [2.08321, -6.20539, 4.49096], [3.31504, -7.42537, 4.12733], [2.92928, -6.96234, 1.90056], [2.05462, 5.29661, -4.91551], [3.43259, 5.90337, -4.72152], [4.36201, 5.37214, -5.66402], [2.09671, 4.21131, -4.80748], [1.34454, 5.69358, -4.18863], [1.67885, 5.50639, -5.92068], [3.81349, 5.67542, -3.72699], [3.39395, 6.99169, -4.83523], [4.03559, 5.57991, -6.54528], [-1.59650, -6.21218, -4.57439], [-0.77626, -7.15803, -5.43048], [0.04861, -6.43607, -6.33952], [-2.22372, -5.57565, -5.20021], [-2.23563, -6.76337, -3.88167], [-0.94174, -5.55241, -3.99892], [-1.42593, -7.80227, -6.02195], [-0.14060, -7.79224, -4.80290], [0.63230, -5.87435, -5.81831], [0.69869, 2.38728, -8.73631], [2.07445, 2.99189, -8.52712], [3.01049, 2.44914, -9.45493], [0.73889, 1.30350, -8.62084], [-0.02046, 2.79092, -8.02139], [0.33708, 2.59059, -9.74741], [2.44100, 2.76947, -7.52689], [2.04314, 4.08076, -8.64918], [2.69618, 2.65176, -10.34132], [-3.49429, 3.04652, 8.42288], [-3.52210, 4.56076, 8.50061], [-3.76086, 5.13050, 7.21542], [-2.71871, 2.71858, 7.72856], [-3.30137, 2.60376, 9.40167], [-4.44682, 2.66357, 8.04713], [-2.56591, 4.94476, 8.85331], [-4.30386, 4.89782, 9.18953], [-4.61077, 4.80408, 6.90161], [7.69164, -1.02385, -4.34013], [8.34409, -1.21854, -2.98387], [7.55642, -0.63372, -1.95085], [7.55403, 0.03803, -4.54785], [8.29967, -1.46269, -5.13380], [6.70214, -1.48624, -4.36172], [9.32169, -0.73835, -2.95724], [8.47620, -2.28482, -2.77032], [6.68991, -1.06114, -1.95699], [-6.11535, -0.22545, 1.15579], [-7.07972, -1.24543, 1.72938], [-6.81156, -1.47747, 3.11002], [-5.08452, -0.56588, 1.26988], [-6.31374, -0.05161, 0.09616], [-6.19919, 0.72582, 1.68655], [-6.98268, -2.20060, 1.21428], [-8.11401, -0.90005, 1.62303], [-6.90753, -0.63671, 3.56942]], "forces_ev_per_angstrom": [[0.462, -0.232, -1.260], [0.086, 0.500, 1.361], [-0.393, 0.087, 0.178], [1.029, -0.470, -0.400], [-0.171, -0.465, -0.742], [-0.100, -0.157, 0.679], [-0.895, 0.097, -1.031], [-0.728, -0.088, 1.043], [0.279, 0.479, -0.705], [0.468, -0.863, -0.129], [-0.334, -0.046, 0.456], [0.307, 0.730, 0.749], [0.041, -0.072, 0.266], [0.497, 0.628, 0.202], [0.019, 0.052, -1.439], [-0.092, -0.600, 0.788], [0.305, -0.181, -0.775], [0.322, 1.580, 0.326], [-0.521, -0.554, 0.317], [0.106, -0.482, 0.221], [-0.173, 0.060, 0.364], [-0.252, -0.085, 0.446], [0.144, 0.171, -0.036], [-0.062, 0.183, -0.325], [-0.370, -0.357, -0.260], [0.018, -0.193, -0.068], [-0.052, 0.126, -0.203], [0.133, 0.077, 0.202], [-0.217, 0.013, -0.026], [0.161, 0.216, 0.062], [0.241, -0.002, 0.161], [0.119, -0.004, -0.236], [0.377, -0.256, 0.144], [0.218, 0.040, -0.040], [0.074, 0.236, 0.129], [-0.175, 0.149, 0.077], [-0.079, -0.092, -0.144], [-0.042, -0.265, -0.460], [-0.100, -0.056, -0.150], [-0.335, -0.518, 0.162], [-0.091, -0.188, 0.233], [-0.366, 0.290, 0.324], [0.074, 0.002, -0.423], [0.127, -0.168, 0.030], [-0.169, 0.358, 0.006], [0.198, -0.166, -0.004], [0.010, -0.008, 0.013], [-0.023, 0.048, 0.033], [-0.037, -0.045, 0.053], [0.143, 0.066, -0.046], [-0.040, -0.172, 0.014], [-0.018, 0.001, -0.042], [0.029, 0.027, 0.115], [-0.088, 0.170, -0.266], [-0.070, -0.137, 0.271], [0.050, -0.058, -0.009], [-0.012, 0.017, -0.008], [0.017, -0.054, -0.099], [-0.120, 0.044, 0.192], [0.212, 0.028, 0.148], [0.057, -0.017, -0.069], [-0.020, -0.050, 0.065], [-0.128, 0.025, -0.452], [-0.180, 0.065, 0.297], [0.018, 0.014, 0.065], [-0.023, -0.001, -0.038], [-0.022, 0.088, 0.037], [0.097, -0.027, -0.047], [-0.065, 0.019, 0.171], [0.234, -0.054, -0.075], [-0.009, -0.039, -0.049], [-0.149, 0.393, 0.086], [0.072, -0.183, -0.062], [0.014, -0.061, 0.006], [-0.022, 0.036, 0.003], [-0.019, -0.041, 0.077], [0.117, 0.059, -0.037], [-0.064, -0.165, 0.012], [0.035, 0.004, -0.022], [0.078, 0.009, -0.028], [0.090, 0.388, 0.117], [0.074, 0.237, -0.234], [-0.028, -0.083, -0.032], [0.039, 0.006, 0.000], [-0.069, 0.017, -0.063], [-0.021, -0.059, 0.133], [-0.028, -0.100, -0.124], [0.009, -0.032, 0.038], [0.052, -0.040, 0.031], [0.100, 0.471, -0.052], [-0.299, -0.236, 0.221], [0.008, -0.065, -0.028], [-0.004, 0.050, -0.013], [0.065, -0.005, -0.095], [-0.240, -0.016, 0.047], [0.245, -0.068, 0.020], [0.084, 0.003, 0.015], [0.000, 0.054, -0.016], [-0.303, -0.122, -0.127], [-0.009, 0.044, -0.095], [0.075, -0.004, 0.006], [-0.032, -0.011, -0.005], [0.045, -0.089, -0.029], [-0.037, 0.026, 0.155], [0.155, -0.009, -0.086], [0.005, 0.023, -0.001], [-0.061, 0.058, -0.007], [0.328, 0.018, -0.256], [-0.236, 0.042, 0.030], [-0.021, 0.002, 0.065], [0.032, 0.006, -0.027], [0.046, -0.048, 0.074], [-0.091, -0.058, -0.096], [-0.022, 0.041, 0.152], [-0.023, -0.021, 0.001], [0.020, -0.052, 0.024], [-0.190, 0.003, -0.375], [0.095, -0.042, 0.183], [0.001, 0.017, 0.080], [-0.025, -0.019, -0.028], [-0.030, 0.087, 0.033], [0.118, -0.019, -0.062], [-0.051, 0.019, 0.160], [0.037, -0.025, -0.006], [-0.055, 0.053, 0.036], [0.223, 0.307, 0.175], [-0.066, -0.103, -0.144], [-0.027, -0.076, -0.033], [0.017, 0.029, 0.025], [0.008, -0.083, 0.075], [0.090, 0.021, -0.103], [-0.140, -0.105, 0.046], [-0.010, -0.002, -0.008], [-0.028, -0.016, 0.055], [-0.216, -0.016, -0.422], [0.156, -0.012, 0.204], [0.024, 0.020, 0.074], [-0.020, -0.006, -0.030], [-0.035, 0.086, 0.036], [0.109, 0.009, -0.052], [-0.071, 0.021, 0.148], [0.026, -0.030, -0.001], [0.054, -0.042, -0.013], [-0.340, -0.147, -0.226], [0.184, 0.069, 0.037], [0.043, 0.026, 0.050], [-0.030, -0.024, -0.017], [-0.023, -0.011, 0.085], [-0.015, 0.096, -0.099], [0.100, -0.031, 0.136], [0.018, 0.021, -0.038], [0.037, 0.044, -0.050], [-0.417, -0.119, -0.100], [0.056, 0.070, 0.160], [0.038, -0.005, 0.013], [-0.026, -0.014, 0.000], [0.036, -0.064, -0.014], [-0.035, 0.037, 0.132], [0.138, -0.006, -0.084], [0.098, 0.028, -0.115], [0.021, -0.002, -0.038], [0.067, 0.354, 0.221], [-0.013, -0.215, -0.024], [-0.021, -0.053, -0.053], [0.039, 0.059, 0.009], [-0.080, 0.047, -0.109], [-0.014, -0.060, 0.133], [-0.007, -0.052, -0.169], [0.041, -0.004, -0.009]], "mulliken_charge": [-1.55, 1.55, -0.89, 0.48, -0.34, 0.09, -0.45, -0.74, -0.31, -0.87, 1.29, -1.03, -1.48, -0.72, -0.94, 0.82, -0.63, 0.02, -0.40, -0.34, 0.36, 0.44, 0.26, -0.33, -0.05, 0.24, -0.02, 0.18, -0.36, 0.39, 0.50, 0.11, -0.02, 0.54, 0.40, 0.58, -0.28, 0.47, 1.68, 0.35, 0.44, 0.36, 0.17, -0.39, -0.02, -0.47, -0.25, 0.32, 0.23, 0.34, -0.07, 0.28, -1.36, 0.88, -0.44, 0.34, 0.29, 0.41, -0.10, -0.17, 0.24, -1.22, -0.20, -0.28, 0.28, 0.36, 0.35, 0.29, 0.29, 0.14, -0.81, -0.35, -0.49, 0.14, 0.43, 0.23, 0.26, 0.29, 0.29, -0.94, -0.16, -0.38, 0.31, 0.35, 0.15, 0.30, 0.17, 0.18, -1.36, 0.15, -0.33, 0.32, 0.39, 0.37, 0.30, 0.02, 0.20, -1.18, -0.01, -0.55, 0.29, 0.34, 0.35, 0.22, 0.21, 0.26, -0.88, -0.31, -0.47, 0.12, 0.40, 0.33, 0.27, 0.28, 0.28, -0.83, -0.36, -0.49, 0.14, 0.36, 0.30, 0.29, 0.30, 0.29, -0.45, -0.29, -0.52, 0.28, 0.32, -0.18, 0.30, 0.24, 0.30, -1.23, 0.31, -0.52, 0.31, 0.31, 0.40, -0.08, 0.17, 0.31, -0.79, -0.26, -0.50, 0.10, 0.38, 0.25, 0.31, 0.25, 0.26, -0.81, -0.31, -0.48, 0.19, 0.42, 0.17, 0.30, 0.27, 0.21, -0.18, -0.46, -0.51, 0.14, 0.19, -0.03, 0.35, 0.26, 0.27]}